Density functional theory data (wB97M-V/def2-TZVPD) for a molecular structure, C36H59AuGeNO2.

Summary:
Total charge: +1
Gap between HOMO and LUMO, hartree: 0.242
E_HOMO, eV: -11.04

```
100
C36H59AuGeNO2 (wB97M-V/def2-TZVPD)
Au -2.8043 -0.0899 0.1991
C 2.7053 -5.0208 -1.4566
C 2.6046 -3.6492 -2.1503
C 2.7944 -3.8206 -3.6658
C 3.7116 -2.7419 -1.6150
C 1.2288 -3.0665 -1.8870
C 1.0347 -1.8878 -1.2847
C -0.3112 -1.4119 -1.0569
N -0.6568 -0.2311 -0.7275
C 0.0141 0.9886 -0.7610
C 1.1043 1.2397 -1.6047
C 1.5351 2.5291 -1.8319
C 0.7817 3.5654 -1.2707
C -0.3243 3.3826 -0.4446
C -0.6235 2.0575 -0.0904
O -1.5520 1.7620 0.8749
C -1.2041 4.5834 -0.0394
C -1.0646 4.9334 1.4471
C -0.8121 5.8285 -0.8402
C -2.6793 4.2831 -0.3638
C 2.6966 2.8341 -2.7837
C 3.5628 3.9740 -2.2328
C 3.5898 1.6043 -2.9768
C 2.1154 3.2466 -4.1474
C -1.4817 -2.3624 -1.2492
O -2.5927 -2.1193 -0.7725
C -1.2349 -3.5565 -2.0637
C 0.0564 -3.8392 -2.3297
C -2.3958 -4.4557 -2.5007
C -1.9125 -5.5503 -3.4577
C -3.0086 -5.1416 -1.2644
C -3.4630 -3.6272 -3.2350
H 3.7066 -5.4321 -1.6024
H 1.9892 -5.7401 -1.8616
H 2.5264 -4.9290 -0.3822
H 3.7958 -4.2059 -3.8657
H 2.6876 -2.8640 -4.1835
H 2.0795 -4.5251 -4.0967
H 4.6795 -3.2155 -1.7856
H 3.6103 -2.5731 -0.5388
H 3.7207 -1.7729 -2.1241
H 1.8574 -1.2739 -0.9456
H 1.5484 0.4104 -2.1332
H 1.0565 4.5777 -1.5298
H -0.0271 5.1623 1.7022
H -1.4076 4.1258 2.0821
H -1.6728 5.8124 1.6764
H 0.1904 6.1841 -0.5900
H -1.5085 6.6333 -0.5996
H -0.8650 5.6509 -1.9174
H -3.1005 3.5312 0.3027
H -2.7866 3.9330 -1.3952
H -3.2687 5.1969 -0.2569
H 3.9284 3.7395 -1.2294
H 3.0257 4.9239 -2.1898
H 4.4273 4.1236 -2.8833
H 3.9483 1.2195 -2.0165
H 4.4599 1.8765 -3.5767
H 3.0730 0.7984 -3.5063
H 1.5030 4.1484 -4.0555
H 1.4863 2.4508 -4.5562
H 2.9196 3.4516 -4.8612
H 0.2617 -4.7340 -2.9012
H -1.2691 -6.2796 -2.9553
H -1.3750 -5.1343 -4.3152
H -2.7796 -6.0894 -3.8423
H -2.2482 -5.7174 -0.7307
H -3.7954 -5.8312 -1.5808
H -3.4458 -4.4196 -0.5768
H -3.0343 -3.1359 -4.1130
H -3.9096 -2.8696 -2.5938
H -4.2603 -4.2889 -3.5779
C 1.6283 -0.9666 5.8480
C 1.2197 -0.2896 4.5444
C 0.2720 -1.1462 3.7058
C -0.1787 -0.4690 2.4028
Ge -1.0071 1.2855 2.6262
C -2.7961 1.2959 3.3830
C -3.0062 0.6652 4.7733
C -2.8677 1.6650 5.9216
C -1.4573 2.2221 6.1029
H 2.3125 -0.3452 6.4275
H 2.1252 -1.9205 5.6499
H 0.7513 -1.1737 6.4696
H 2.1072 -0.0493 3.9498
H 0.7396 0.6668 4.7745
H -0.5980 -1.4204 4.3090
H 0.7746 -2.0859 3.4572
H -0.9092 -1.0838 1.8707
H 0.6779 -0.3293 1.7358
H -0.0349 2.4226 2.9255
H -3.3690 0.7388 2.6291
H -3.1727 2.3214 3.3650
H -2.3189 -0.1699 4.9360
H -4.0110 0.2409 4.8071
H -3.1771 1.1720 6.8453
H -3.5690 2.4890 5.7584
H -0.7504 1.4219 6.3414
H -1.4242 2.9407 6.9223
H -1.1025 2.7421 5.2077
```